Entry one
C2H5N3S | wB97M-V/def2-TZVPD

Output
molar mass: 103.15 g mol⁻¹
total charge: +2
frontier orbital gap (alpha / beta): 7.5 / 7.5 eV
HOMO level (alpha / beta): -0.6934 / -0.6934 hartree

Geometry as XYZ:
```
11
Properties=species:S:1:pos:R:3:nbo_charge:R:1
C -2.86 -1.06 -0.10 0.51
C 1.77 1.06 -0.04 0.21
N -4.00 -1.34 -0.06 -0.34
N 0.67 0.45 -0.24 -0.55
N 2.97 0.33 0.22 -0.59
S 3.01 -1.23 0.09 0.85
H -1.87 -0.91 -0.37 0.29
H 1.71 2.18 -0.07 0.25
H -4.97 -1.45 0.28 0.53
H -0.10 1.13 -0.35 0.38
H 3.67 0.83 0.63 0.45
```

Entry two
C2H5N3S | wB97M-V/def2-TZVPD

Output
molar mass: 103.15 g mol⁻¹
total charge: +2
frontier orbital gap: 8.5 eV
HOMO level: -0.7247 hartree

Geometry as XYZ:
```
11
Properties=species:S:1:pos:R:3:nbo_charge:R:1
C 0.40 1.18 -0.12 0.42
N 1.02 -0.02 -0.33 -0.54
C 0.46 -1.22 -0.12 0.45
N -0.81 -1.37 0.05 -0.56
S -2.01 0.03 -0.27 0.81
N -0.91 1.30 0.06 -0.63
H 1.11 2.13 -0.04 0.33
H 1.98 -0.06 -0.21 0.47
H 1.08 -1.99 0.12 0.27
H -1.23 -2.18 0.46 0.49
H -1.10 2.21 0.40 0.49
```

The least stable of them is entry one.

Entry one
CH7ClOSi2 | wB97M-V/def2-TZVPD

Output
molar mass: 126.69 g mol⁻¹
frontier orbital gap: 8.7 eV
HOMO level: -0.3072 hartree

Geometry as XYZ:
```
12
Properties=species:S:1:pos:R:3:nbo_charge:R:1
C -2.16 0.67 0.06 -1.21
O -1.51 -1.19 2.11 -1.15
Si 2.70 -0.29 -1.15 0.85
Si -1.59 -1.23 0.51 1.16
Cl 1.80 0.75 0.34 -0.39
H -2.39 1.31 0.85 0.21
H -1.23 1.19 -0.32 0.23
H -2.95 0.87 -0.77 0.24
H -1.58 -0.47 2.77 0.52
H 3.84 -1.19 -0.62 -0.16
H 3.39 0.73 -2.07 -0.15
H 1.68 -1.15 -1.70 -0.16
```

Entry two
CH7ClOSi2 | wB97M-V/def2-TZVPD

Output
molar mass: 126.69 g mol⁻¹
frontier orbital gap: 10.2 eV
HOMO level: -0.3986 hartree

Geometry as XYZ:
```
12
Properties=species:S:1:pos:R:3:nbo_charge:R:1
C 0.83 1.22 -0.12 -1.06
Si -1.00 1.14 0.53 1.09
Cl -2.31 1.39 -0.96 -0.39
H 1.60 0.83 0.53 0.26
H 0.89 0.98 -1.13 0.23
H 0.99 2.32 -0.06 0.24
H -1.29 2.28 1.28 -0.20
H -1.52 -0.04 1.26 -0.17
O 1.14 -1.99 1.01 -1.13
Si 0.48 -2.44 -0.29 1.60
H -0.57 -3.53 -0.35 -0.24
H 0.76 -2.16 -1.71 -0.23
```

The least stable of them is entry two.

Entry one
C2H3N3O | wB97M-V/def2-TZVPD

Output
molar mass: 85.07 g mol⁻¹
frontier orbital gap: 9.9 eV
HOMO level: -0.3538 hartree

Geometry as XYZ:
```
9
Properties=species:S:1:pos:R:3:nbo_charge:R:1
H -2.58 0.82 0.81 0.34
N -1.66 0.89 0.40 -0.62
C -1.24 -0.25 0.02 0.23
N -0.04 -0.35 -0.69 -0.35
N 0.83 1.12 -0.38 -0.23
C 1.20 -0.06 -0.21 0.58
O 2.27 -0.79 0.00 -0.63
H -1.81 -1.19 0.05 0.17
H 3.02 -0.18 0.00 0.51
```

Entry two
C2H3N3O | wB97M-V/def2-TZVPD

Output
molar mass: 85.07 g mol⁻¹
frontier orbital gap: 9.6 eV
HOMO level: -0.3293 hartree

Geometry as XYZ:
```
9
Properties=species:S:1:pos:R:3:nbo_charge:R:1
O 0.69 1.13 -1.52 -0.52
C -0.74 -0.63 -0.99 -0.01
N -1.26 -1.00 0.16 -0.35
N -0.45 -0.52 1.15 -0.33
C 0.58 0.16 0.68 0.17
N 0.40 0.11 -0.64 -0.11
H 0.09 0.85 -2.24 0.50
H -0.72 -0.63 2.12 0.42
H 1.40 0.53 1.28 0.23
```

The least stable of them is entry two.

Entry one
C2H3N3O | wB97M-V/def2-TZVPD

Output
molar mass: 85.07 g mol⁻¹
frontier orbital gap: 10.0 eV
HOMO level: -0.3454 hartree

Geometry as XYZ:
```
9
Properties=species:S:1:pos:R:3:nbo_charge:R:1
H 2.28 0.63 -0.17 0.33
N 2.00 -0.31 -0.02 -0.68
C 0.78 -0.31 -0.04 0.50
N -0.18 -1.43 -0.04 -0.49
C -1.33 -0.69 0.05 0.42
O -1.35 0.50 -0.16 -0.29
N 0.01 0.88 0.13 -0.38
H -2.25 -1.11 0.24 0.18
H 0.03 1.84 0.02 0.41
```

Entry two
C2H3N3O | wB97M-V/def2-TZVPD

Output
molar mass: 85.07 g mol⁻¹
frontier orbital gap: 10.4 eV
HOMO level: -0.3466 hartree

Geometry as XYZ:
```
9
Properties=species:S:1:pos:R:3:nbo_charge:R:1
O 0.40 1.43 1.52 -0.64
C 0.20 0.51 0.57 0.41
C 1.21 -0.27 -0.15 -0.27
N 0.45 -1.11 -0.90 -0.24
N -0.80 -0.75 -0.76 -0.18
N -1.01 0.13 0.22 -0.32
H -0.46 1.76 1.83 0.49
H 1.52 -0.29 -1.29 0.35
H -1.53 -1.39 -1.05 0.40
```

Entry three
C2H3N3O | wB97M-V/def2-TZVPD

Output
molar mass: 85.07 g mol⁻¹
frontier orbital gap (alpha / beta): 8.6 / 8.6 eV
HOMO level (alpha / beta): -0.3261 / -0.3260 hartree

Geometry as XYZ:
```
9
Properties=species:S:1:pos:R:3:nbo_charge:R:1
O 2.39 0.75 0.07 -0.50
N 1.29 0.13 0.02 0.00
C 0.11 0.68 -0.14 -0.04
C -1.18 0.00 -0.03 -0.11
N -2.37 0.43 0.66 -0.02
N -2.40 0.53 -0.55 -0.04
H 1.21 -0.83 0.21 0.35
H 0.09 1.68 -0.38 0.20
H -0.93 -1.11 0.05 0.16
```

Entry four
C2H3N3O | wB97M-V/def2-TZVPD

Output
molar mass: 85.07 g mol⁻¹
frontier orbital gap (alpha / beta): 8.4 / 8.4 eV
HOMO level (alpha / beta): -0.2995 / -0.2995 hartree

Geometry as XYZ:
```
9
Properties=species:S:1:pos:R:3:nbo_charge:R:1
O -2.20 -0.18 -0.28 -0.62
C -0.90 -0.14 -0.09 0.55
N -0.04 -1.08 0.25 -0.46
N 2.20 0.13 0.19 -0.37
N 0.96 0.09 0.08 0.16
C 0.00 0.96 -0.26 -0.33
H -2.55 -1.07 -0.14 0.50
H 2.52 -0.74 0.61 0.34
H 0.02 2.03 -0.37 0.23
```

The least stable of them is entry three.

Entry one
C2H3N3O | wB97M-V/def2-TZVPD

Output
molar mass: 85.07 g mol⁻¹
frontier orbital gap (alpha / beta): 9.1 / 9.1 eV
HOMO level (alpha / beta): -0.3340 / -0.3340 hartree

Geometry as XYZ:
```
9
Properties=species:S:1:pos:R:3:nbo_charge:R:1
O 2.34 0.16 0.10 -0.64
C 1.21 0.28 0.77 0.43
N 0.18 0.89 0.52 -0.13
N -1.05 1.05 0.35 -0.46
C -1.24 -1.61 -0.53 0.10
N -0.14 -1.92 -0.65 -0.36
H 2.24 0.46 -0.82 0.48
H -1.28 2.00 0.66 0.33
H -2.26 -1.29 -0.41 0.24
```

Entry two
C2H3N3O | wB97M-V/def2-TZVPD

Output
molar mass: 85.07 g mol⁻¹
frontier orbital gap: 9.5 eV
HOMO level: -0.3141 hartree

Geometry as XYZ:
```
9
Properties=species:S:1:pos:R:3:nbo_charge:R:1
H -0.23 -0.01 2.62 0.37
N -0.65 -0.28 1.76 -0.79
C -0.28 0.11 0.64 0.64
N -0.51 -0.75 -0.40 -0.44
N 0.13 -0.39 -1.53 -0.25
C 0.74 0.65 -1.14 0.28
O 0.59 0.98 0.10 -0.43
H -1.18 -1.47 -0.27 0.42
H 1.40 1.16 -1.79 0.20
```

The least stable of them is entry one.

Entry one
C2H3N3O | wB97M-V/def2-TZVPD

Output
molar mass: 85.07 g mol⁻¹
frontier orbital gap: 10.4 eV
HOMO level: -0.3501 hartree

Geometry as XYZ:
```
9
Properties=species:S:1:pos:R:3:nbo_charge:R:1
O 1.76 0.23 -1.09 -0.65
C 0.62 0.15 -0.36 0.42
C -0.18 -1.06 -0.25 -0.17
N -1.22 -0.85 0.53 -0.16
N -1.24 0.38 0.92 -0.24
N 0.09 1.13 0.34 -0.35
H 2.11 1.13 -1.00 0.50
H -0.12 -2.06 -0.66 0.23
H -1.82 0.94 1.57 0.43
```

Entry two
C2H3N3O | wB97M-V/def2-TZVPD

Output
molar mass: 85.07 g mol⁻¹
frontier orbital gap (alpha / beta): 7.9 / 7.9 eV
HOMO level (alpha / beta): -0.3571 / -0.3571 hartree

Geometry as XYZ:
```
9
Properties=species:S:1:pos:R:3:nbo_charge:R:1
O 2.34 -0.28 0.09 -0.59
C 0.95 -0.08 0.10 0.54
N 1.02 1.19 0.34 -0.03
N -1.38 0.82 0.22 -0.66
C -1.21 -0.44 0.01 0.28
N 0.04 -0.99 -0.08 -0.60
H 2.65 -0.16 -0.82 0.50
H -2.37 1.08 0.25 0.37
H -2.03 -1.15 -0.12 0.18
```

The least stable of them is entry two.

Entry one
C2H3N3O | wB97M-V/def2-TZVPD

Output
molar mass: 85.07 g mol⁻¹
frontier orbital gap (alpha / beta): 8.7 / 7.7 eV
HOMO level (alpha / beta): -0.3353 / -0.3023 hartree

Geometry as XYZ:
```
9
Properties=species:S:1:pos:R:3:nbo_charge:R:1
O 0.81 1.01 1.17 -0.63
C 0.28 0.27 0.20 0.45
N -1.04 0.45 -0.08 -0.21
N -1.76 -0.50 -0.45 -0.29
N 0.83 -1.68 -0.20 -0.24
C 1.23 -0.57 -0.57 -0.08
H 0.16 1.27 1.84 0.50
H -2.61 -0.07 -0.82 0.31
H 2.10 -0.18 -1.09 0.19
```

Entry two
C2H3N3O | wB97M-V/def2-TZVPD

Output
molar mass: 85.07 g mol⁻¹
frontier orbital gap: 9.6 eV
HOMO level: -0.3355 hartree

Geometry as XYZ:
```
9
Properties=species:S:1:pos:R:3:nbo_charge:R:1
N 1.47 -0.41 0.53 -0.83
C 0.50 0.39 -0.02 0.64
C -0.72 -0.35 -0.39 -0.39
N -1.79 0.35 -0.61 0.11
N -2.72 0.98 -0.77 0.06
O 0.65 1.58 -0.22 -0.61
H 2.25 0.10 0.93 0.40
H 1.18 -1.22 1.06 0.39
H -0.81 -1.42 -0.52 0.24
```

The least stable of them is entry one.